1:
The following is a DFT calculation (ωB97M-V with the def2-TZVPD basis set) of an isolated molecule of C7H12N2.

```
21
C7H12N2 ωB97M-V with the def2-TZVPD basis set
C -0.19 0.34 -2.42
C 1.17 0.66 -2.08
C -0.88 -0.01 -1.40
C 1.43 0.57 -0.81
C 0.00 0.04 -0.10
C 0.81 -1.27 1.92
C 0.06 -1.39 0.58
N -1.83 0.97 1.10
N -0.48 1.14 0.81
H -0.44 0.46 -3.42
H 1.91 0.98 -2.95
H -1.86 -0.32 -1.42
H 2.33 0.75 -0.25
H 1.93 -1.24 1.82
H 0.57 -2.28 2.34
H 0.58 -0.36 2.44
H -1.02 -1.55 0.88
H 0.53 -2.08 -0.05
H -1.77 1.01 2.16
H -2.43 1.64 0.61
H -0.42 1.94 0.24
```

Kohn-Sham gap	9.67	eV
SMILES	CCC1(NN)C=CC=C1
lowest unoccupied orbital energy	1.04	eV

2:
The following is a DFT calculation (ωB97M-V with the def2-TZVPD basis set) of a structure of composition C7H12N2.

```
21
C7H12N2 ωB97M-V with the def2-TZVPD basis set
C 2.42 -0.79 -0.46
C 0.98 -0.14 -0.14
C 0.59 1.33 -0.41
C -1.01 1.47 -0.65
C -1.81 0.21 -0.19
C -1.28 -0.47 1.09
C -0.18 -0.96 0.04
H 2.41 -2.24 -0.94
H 3.19 -0.18 -0.93
H 3.08 -0.64 0.79
H 1.65 1.47 1.18
H 1.11 2.10 -0.93
H -1.48 2.27 0.04
H -1.00 1.53 -1.74
H -2.88 0.57 0.04
H -1.22 -0.01 2.21
H -1.66 -1.51 1.23
H 0.01 -2.09 0.45
H -2.32 -1.79 -0.63
N 0.89 0.93 0.89
N -1.48 -1.07 -0.94
```

Kohn-Sham gap	9.19	eV
lowest unoccupied orbital energy	0.74	eV

The winner here is 1, beating the second structure by 119.4 kcal/mol.

1:
The following is a DFT calculation (ωB97M-V with the def2-TZVPD basis set) of a structure of composition C7H12N2.

```
21
C7H12N2 ωB97M-V with the def2-TZVPD basis set
C 0.11 -0.87 -1.81
C -0.76 -1.74 -0.74
C -0.94 -0.45 1.34
C 0.35 0.47 1.43
C 0.45 1.91 0.69
C 0.27 0.34 -0.82
C 0.85 -0.39 0.50
H -0.27 -0.36 -2.72
H 1.04 -1.39 -1.98
H -0.81 -2.77 -0.89
H -1.85 -1.58 -0.82
H -1.69 -0.13 0.55
H -1.58 -0.80 2.34
H 0.60 0.53 2.54
H 1.04 2.82 1.17
H -0.45 2.41 0.58
H 1.47 2.24 -1.24
H -0.73 0.55 -0.61
H 1.90 -0.79 0.42
N -0.17 -1.46 0.67
N 1.16 1.46 -0.58
```

Kohn-Sham gap	9.26	eV
lowest unoccupied orbital energy	1.04	eV

2:
The following is a DFT calculation (ωB97M-V with the def2-TZVPD basis set) of an isolated molecule of C7H12N2.

```
21
C7H12N2 ωB97M-V with the def2-TZVPD basis set
C -1.50 -0.50 1.23
C 0.57 -0.55 1.09
C 1.48 0.43 0.45
C 0.75 1.51 -1.82
C -0.39 0.67 -1.16
C -0.36 -0.94 -1.10
C -0.50 -1.36 0.38
H -1.99 -1.23 1.92
H -2.18 0.16 0.62
H -0.42 0.56 2.62
H 1.13 -1.35 1.71
H 2.63 0.11 0.03
H 1.58 1.39 1.29
H 0.49 2.53 -2.16
H 1.16 0.87 -2.61
H -1.43 1.16 -1.11
H -1.25 -1.37 -1.69
H 0.46 -1.33 -1.54
H -0.34 -2.38 0.50
N -0.49 0.30 1.71
N 0.60 1.33 -0.38
```

Kohn-Sham gap	9.26	eV
SMILES	C1N[C@@H]2CN3C[C@H]3C[C@H]12
lowest unoccupied orbital energy	1.05	eV

The winner here is 2, beating the second structure by 8.3 kcal/mol.

1:
The following is a DFT calculation (ωB97M-V with the def2-TZVPD basis set) of a structure of composition C5H7NO2S.

```
16
C5H7NO2S ωB97M-V with the def2-TZVPD basis set
C -1.87 1.70 0.00
C -3.59 0.28 0.16
C -1.15 0.60 0.09
C 0.60 0.15 -0.55
C 0.99 -1.30 -0.18
N -3.26 1.52 0.04
O -2.02 -1.85 -0.62
O 1.16 -1.57 1.30
S -2.14 -0.85 0.49
H -1.64 2.76 -0.23
H -4.59 0.06 0.00
H 1.19 0.95 -0.22
H 0.63 0.27 -1.63
H 2.01 -1.49 -0.55
H 0.28 -2.08 -0.61
H 1.63 -0.87 1.60
```

Kohn-Sham gap	8.83	eV
lowest unoccupied orbital energy	-0.46	eV

2:
The following is a DFT calculation (ωB97M-V with the def2-TZVPD basis set) of a cluster of 2 separate species, C5H7NO2S in total.

```
16
C5H7NO2S ωB97M-V with the def2-TZVPD basis set
C -1.65 -2.24 -0.40
C -1.29 -1.16 0.08
C -0.78 -0.34 2.26
C -1.13 -0.07 0.92
C 1.56 0.38 0.03
N 0.39 0.99 -2.26
O 1.52 2.82 -0.97
O 1.82 -0.58 -0.58
S 0.51 1.77 -0.82
H -1.57 -3.10 -0.90
H -0.81 0.40 3.09
H -0.15 -1.26 2.38
H -1.45 0.93 0.62
H 1.81 0.51 1.12
H -0.18 0.19 -2.10
H 1.40 0.75 -2.47
```

Kohn-Sham gap	8.57	eV
lowest unoccupied orbital energy	-0.41	eV

The winner here is 1, beating the second structure by 14.1 kcal/mol.